# 1
{"formula": "C38H33N4O2S5ScTe", "method": "the ωB97M-V functional and the def2-TZVPD basis", "e_above_lowest_kj_mol": 100.1, "charge": -1, "max_force_ev_per_a": 0.81, "total_energy_ev": -132173.730, "multiplicity": 2, "e_homo_ev": [-4.96, -5.11], "symbols": ["Sc", "O", "C", "N", "C", "C", "C", "C", "C", "C", "N", "C", "C", "C", "C", "C", "N", "H", "H", "H", "H", "H", "H", "H", "H", "H", "H", "S", "C", "S", "C", "C", "S", "S", "S", "C", "C", "C", "C", "C", "C", "Te", "N", "C", "O", "C", "C", "C", "C", "C", "C", "C", "C", "C", "C", "C", "C", "C", "C", "C", "C", "H", "H", "H", "H", "H", "H", "H", "H", "H", "H", "H", "H", "H", "H", "H", "H", "H", "H", "H", "H", "H", "H", "H"], "positions_angstrom": [[0.004, -0.500, -0.766], [-3.476, -1.332, 1.436], [-2.357, -1.345, 0.921], [-2.009, -1.117, -0.348], [-3.024, -0.482, -1.165], [-2.812, 1.022, -1.194], [-3.410, 1.829, -2.162], [-3.221, 3.195, -2.096], [-2.440, 3.721, -1.072], [-1.863, 2.842, -0.176], [-2.043, 1.523, -0.236], [-1.173, -1.648, 1.832], [-1.342, -2.414, 2.975], [-0.242, -2.653, 3.777], [0.985, -2.098, 3.440], [1.066, -1.332, 2.292], [0.010, -1.123, 1.502], [-3.008, -0.881, -2.181], [-4.018, -0.647, -0.734], [-3.997, 1.379, -2.952], [-3.663, 3.845, -2.841], [-2.255, 4.784, -0.988], [-1.197, 3.201, 0.601], [-2.328, -2.796, 3.197], [-0.335, -3.266, 4.666], [1.867, -2.259, 4.044], [1.999, -0.879, 1.976], [5.429, -5.226, 1.587], [4.269, -4.323, 0.855], [2.650, -4.856, 0.615], [1.998, -3.435, -0.173], [2.936, -2.383, -0.347], [2.635, -0.907, -1.074], [4.537, -2.724, 0.261], [0.405, -3.404, -0.647], [5.122, 9.020, 1.427], [4.397, 7.785, 0.970], [3.450, 7.166, 1.762], [2.766, 6.019, 1.345], [1.757, 5.472, 2.324], [3.040, 5.467, 0.089], [1.866, 3.823, -0.650], [0.638, 1.441, -1.372], [0.364, 1.028, -2.537], [-0.186, -0.219, -2.746], [0.650, 1.775, -3.798], [1.335, 1.154, -4.838], [1.658, 1.865, -5.983], [1.279, 3.196, -6.109], [0.580, 3.814, -5.082], [0.275, 3.106, -3.926], [3.525, 2.523, -0.798], [4.003, 2.206, -2.064], [5.096, 1.367, -2.231], [5.720, 0.832, -1.115], [5.231, 1.129, 0.148], [4.132, 1.965, 0.328], [3.626, 2.231, 1.717], [4.004, 6.093, -0.724], [4.352, 5.548, -2.082], [4.662, 7.228, -0.278], [4.804, 9.317, 2.427], [4.938, 9.862, 0.757], [6.202, 8.858, 1.452], [3.226, 7.578, 2.741], [2.224, 5.326, 3.300], [1.325, 4.525, 2.006], [0.937, 6.180, 2.464], [1.608, 0.111, -4.733], [2.204, 1.378, -6.783], [1.527, 3.750, -7.007], [0.283, 4.851, -5.172], [-0.246, 3.581, -3.104], [3.499, 2.612, -2.934], [5.447, 1.126, -3.227], [6.574, 0.176, -1.223], [5.708, 0.695, 1.020], [4.232, 1.702, 2.454], [2.584, 1.914, 1.822], [3.648, 3.297, 1.955], [3.460, 5.414, -2.696], [4.823, 4.568, -2.002], [5.041, 6.216, -2.601], [5.403, 7.694, -0.921]]}

=====

# 2
{"formula": "C38H34BCaN7", "method": "the ωB97M-V functional and the def2-TZVPD basis", "charge": 0, "max_force_ev_per_a": 1.25, "total_energy_ev": -69508.681, "multiplicity": 1, "e_homo_ev": -6.63, "symbols": ["Ca", "C", "C", "C", "C", "N", "N", "B", "N", "N", "C", "C", "C", "C", "C", "C", "C", "C", "C", "C", "N", "N", "C", "C", "C", "C", "C", "C", "C", "C", "C", "C", "C", "C", "C", "C", "C", "C", "H", "H", "H", "H", "H", "H", "H", "H", "H", "H", "H", "H", "H", "H", "H", "H", "H", "H", "H", "H", "H", "H", "H", "H", "H", "H", "H", "H", "C", "C", "C", "C", "C", "C", "C", "C", "N", "H", "H", "H", "H", "H", "H"], "positions_angstrom": [[0.500, -0.161, -0.298], [-0.735, -5.068, 1.970], [-0.583, -4.144, 0.808], [-0.675, -4.437, -0.539], [-0.504, -3.213, -1.197], [-0.302, -2.247, -0.305], [-0.360, -2.818, 0.927], [-0.359, -1.965, 2.222], [-1.438, -0.842, 2.114], [-1.418, 0.130, 1.165], [-2.467, 0.915, 1.388], [-3.184, 0.449, 2.501], [-2.498, -0.668, 2.932], [-2.822, -1.560, 4.084], [-2.757, 2.085, 0.541], [-3.873, 2.878, 0.800], [-4.161, 3.983, 0.014], [-3.338, 4.321, -1.051], [-2.224, 3.540, -1.322], [-1.941, 2.438, -0.533], [1.025, -1.318, 2.502], [1.510, -0.323, 1.719], [2.618, 0.131, 2.300], [2.869, -0.593, 3.473], [1.825, -1.493, 3.574], [1.574, -2.510, 4.637], [3.377, 1.242, 1.711], [2.716, 2.315, 1.118], [3.432, 3.343, 0.525], [4.818, 3.316, 0.530], [5.486, 2.259, 1.134], [4.769, 1.228, 1.721], [-0.623, -2.920, -2.632], [-1.133, -1.696, -3.061], [-1.288, -1.432, -4.412], [-0.954, -2.399, -5.350], [-0.459, -3.626, -4.930], [-0.289, -3.882, -3.579], [-0.904, -6.078, 1.605], [-1.581, -4.781, 2.595], [0.156, -5.073, 2.599], [-0.872, -5.401, -0.976], [-0.630, -2.675, 3.140], [-4.078, 0.849, 2.945], [-3.726, -1.200, 4.570], [-2.017, -1.570, 4.819], [-2.991, -2.587, 3.759], [-4.529, 2.630, 1.624], [-5.035, 4.582, 0.235], [-3.562, 5.183, -1.665], [-1.573, 3.791, -2.150], [-1.066, 1.845, -0.766], [3.674, -0.449, 4.174], [2.397, -2.497, 5.348], [1.500, -3.512, 4.214], [0.649, -2.309, 5.178], [1.632, 2.361, 1.157], [2.907, 4.171, 0.067], [5.379, 4.116, 0.065], [6.568, 2.232, 1.140], [5.290, 0.389, 2.167], [-1.467, -0.967, -2.330], [-1.690, -0.480, -4.734], [-1.081, -2.196, -6.406], [-0.186, -4.380, -5.657], [0.127, -4.828, -3.255], [2.287, 0.151, -1.869], [2.555, -1.134, -2.491], [2.986, -2.247, -1.734], [3.260, -3.467, -2.315], [3.111, -3.642, -3.692], [2.679, -2.557, -4.465], [2.394, -1.347, -3.878], [3.367, -4.906, -4.311], [3.572, -5.924, -4.809], [2.241, 0.959, -2.601], [3.048, 0.390, -1.116], [3.113, -2.130, -0.661], [3.588, -4.302, -1.708], [2.559, -2.687, -5.533], [2.047, -0.525, -4.493]]}

=====

Q: Number 2 is which compound?
A: C38H34BCaN7